{
  "formula": "C57H84NO5PTl",
  "method": "the ωB97M-V functional and the def2-TZVPD basis",
  "elements": ["Tl", "C", "O", "C", "C", "C", "C", "C", "C", "C", "C", "C", "C", "C", "C", "C", "C", "C", "C", "C", "C", "C", "C", "C", "C", "C", "C", "C", "C", "C", "C", "C", "C", "O", "C", "C", "C", "C", "C", "O", "C", "C", "C", "C", "C", "C", "O", "C", "C", "C", "C", "H", "H", "H", "H", "H", "H", "H", "H", "H", "H", "H", "H", "H", "H", "H", "H", "H", "H", "H", "H", "H", "H", "H", "H", "H", "H", "H", "H", "H", "H", "H", "H", "H", "H", "H", "H", "H", "H", "H", "H", "H", "H", "H", "H", "H", "H", "H", "H", "H", "H", "H", "H", "H", "H", "H", "H", "H", "H", "C", "C", "N", "O", "H", "H", "H", "H", "H", "C", "C", "C", "P", "C", "C", "C", "C", "C", "C", "H", "H", "H", "H", "H", "H", "H", "H", "H", "H", "H", "H", "H", "H", "H", "H", "H", "H", "H", "H", "H"],
  "positions_angstrom": [[-2.92559, -0.14270, 0.20560], [-2.78231, 0.52372, 3.88365], [-1.93646, 0.33834, 2.76017], [-0.68408, 0.92500, 2.82748], [0.43071, 0.08711, 2.83862], [0.30457, -1.41224, 2.68950], [0.92173, -1.90091, 1.40511], [2.00779, -2.76599, 1.39482], [2.57832, -3.24068, 0.21365], [1.98849, -2.81098, -0.97856], [0.90329, -1.95224, -1.01398], [0.28803, -1.50320, -2.31366], [0.41543, -0.01147, -2.51673], [1.67856, 0.56258, -2.59431], [1.85362, 1.93564, -2.70285], [0.71162, 2.73008, -2.70125], [-0.57009, 2.20411, -2.60286], [-1.73983, 3.15416, -2.40187], [-1.54540, 3.92649, -1.12246], [-0.91071, 5.15581, -1.12225], [-0.58434, 5.84141, 0.04902], [-0.90080, 5.20076, 1.24215], [-1.53997, 3.96856, 1.28650], [-1.72310, 3.24387, 2.59466], [-0.55222, 2.30478, 2.82040], [0.73233, 2.84134, 2.91282], [1.86663, 2.04676, 2.96150], [1.68630, 0.66433, 2.91387], [3.28025, 2.62367, 3.01864], [4.07168, 2.15518, 1.78755], [3.98123, 2.13108, 4.29106], [3.28076, 4.15250, 3.02722], [-1.93623, 3.31068, 0.09811], [-2.63202, 2.21640, 0.11799], [0.12477, 7.19275, -0.02234], [-0.73869, 8.20272, -0.79027], [1.46952, 7.03338, -0.74697], [0.40786, 7.76835, 1.36540], [-0.69884, 0.81762, -2.56261], [-1.95263, 0.22787, -2.50055], [-2.76936, 0.36189, -3.64982], [3.22985, 2.59752, -2.74707], [3.40951, 3.45619, -1.48531], [3.33904, 3.49134, -3.98879], [4.36095, 1.57065, -2.79442], [0.34560, -1.45083, 0.19193], [-0.62968, -0.60676, 0.18324], [3.84808, -4.09107, 0.17723], [5.00911, -3.23154, -0.34598], [3.67791, -5.29891, -0.75380], [4.22899, -4.61693, 1.56190], [-2.35783, 1.25328, 4.57540], [-3.75620, 0.87780, 3.54174], [-2.91027, -0.43182, 4.39920], [0.79410, -1.90730, 3.53419], [-0.75340, -1.68196, 2.71271], [2.41478, -3.06768, 2.35473], [2.39806, -3.14420, -1.92970], [0.77468, -2.03011, -3.14155], [-0.77025, -1.76367, -2.32935], [2.53143, -0.10184, -2.52676], [0.81127, 3.80959, -2.70047], [-1.79851, 3.84662, -3.24778], [-2.67427, 2.60163, -2.34048], [-0.65808, 5.59488, -2.08490], [-0.64777, 5.66602, 2.18897], [-1.77303, 3.96680, 3.41498], [-2.65785, 2.68650, 2.56810], [0.82363, 3.91864, 2.87921], [2.54525, 0.00064, 2.88955], [4.12734, 1.06770, 1.73381], [3.58992, 2.50937, 0.87269], [5.09180, 2.54833, 1.81591], [4.03672, 1.04203, 4.31581], [5.00049, 2.52438, 4.34085], [3.44080, 2.45953, 5.18140], [2.82237, 4.55647, 2.12218], [2.74286, 4.55184, 3.88944], [4.31000, 4.51627, 3.07382], [-0.94644, 7.85384, -1.80279], [-1.69604, 8.34726, -0.28559], [-0.23352, 9.17090, -0.86140], [1.33207, 6.65070, -1.75976], [1.99096, 7.99333, -0.81608], [2.10936, 6.32952, -0.21039], [-0.51387, 7.92852, 1.92844], [1.05203, 7.10691, 1.94854], [0.91613, 8.73112, 1.26783], [-2.38440, 1.12703, -4.32545], [-2.81338, -0.59440, -4.18161], [-3.77532, 0.64495, -3.33185], [2.63657, 4.22108, -1.40971], [3.34446, 2.83003, -0.59164], [4.38453, 3.95196, -1.49198], [2.58107, 4.27540, -3.98418], [4.32072, 3.97182, -4.02184], [3.21086, 2.90499, -4.90130], [4.37310, 0.94564, -1.89979], [4.27512, 0.91802, -3.66586], [5.32116, 2.08876, -2.85228], [4.79280, -2.85636, -1.34779], [5.16849, -2.36891, 0.30407], [5.93631, -3.81155, -0.38911], [3.45812, -4.99052, -1.77677], [4.59676, -5.89215, -0.77503], [2.86251, -5.93886, -0.41540], [4.45435, -3.80369, 2.25385], [3.42634, -5.21881, 1.99461], [5.12038, -5.24438, 1.48420], [-5.88760, -2.08784, -1.12218], [-6.74067, -1.45381, -0.05235], [-7.74745, -0.64494, -0.52045], [-6.58620, -1.64688, 1.13464], [-6.49457, -2.73444, -1.75989], [-5.09059, -2.65838, -0.65582], [-5.43201, -1.31882, -1.74852], [-7.68862, -0.28602, -1.45716], [-8.19471, -0.06074, 0.16686], [-1.97454, -5.77554, -2.51923], [-1.95660, -4.38448, -1.88976], [-2.77853, -3.42108, -2.75092], [-2.48883, -4.19653, -0.11524], [-0.99682, -4.76250, 0.82271], [-1.29144, -4.76541, 2.32309], [-0.24753, -6.02275, 0.39956], [-3.83791, -5.47139, 0.09947], [-3.46053, -6.94381, 0.25552], [-4.75092, -5.05065, 1.25856], [-1.59733, -5.72520, -3.54496], [-2.99416, -6.16699, -2.56974], [-1.36540, -6.49552, -1.97406], [-0.92221, -4.01925, -1.86891], [-3.82504, -3.73875, -2.79158], [-2.40122, -3.40177, -3.77791], [-2.75464, -2.40502, -2.35365], [-0.31770, -3.92216, 0.64445], [-1.87449, -5.64046, 2.62182], [-1.84244, -3.87271, 2.62517], [-0.35222, -4.78154, 2.88214], [-0.84915, -6.92869, 0.48824], [0.63039, -6.14108, 1.04094], [0.11754, -5.94564, -0.62593], [-4.41462, -5.36383, -0.82995], [-2.90989, -7.10456, 1.18362], [-2.84888, -7.31498, -0.56493], [-4.36534, -7.55771, 0.30704], [-4.23535, -5.16795, 2.21463], [-5.64511, -5.68018, 1.28954], [-5.06605, -4.01004, 1.18643]],
  "forces_ev_per_a": [[-0.05, 0.00, -0.02], [0.03, -0.01, 0.03], [-0.04, 0.05, -0.06], [-0.02, -0.07, 0.10], [0.04, 0.02, 0.02], [-0.02, -0.03, 0.06], [0.04, -0.05, -0.02], [0.02, 0.01, 0.00], [0.01, 0.02, -0.02], [0.01, -0.02, 0.00], [0.02, -0.07, 0.04], [-0.01, -0.01, -0.05], [0.01, 0.02, -0.05], [0.01, 0.00, 0.06], [-0.03, 0.02, -0.04], [0.01, -0.02, 0.07], [0.03, 0.00, 0.03], [0.03, 0.01, -0.06], [-0.02, 0.07, 0.02], [-0.04, 0.03, 0.00], [0.04, -0.01, -0.01], [-0.04, 0.03, 0.00], [0.00, 0.08, 0.02], [-0.04, 0.02, 0.05], [0.05, 0.01, 0.01], [0.04, -0.03, -0.06], [-0.02, -0.02, 0.03], [-0.01, 0.01, -0.07], [0.03, -0.04, -0.01], [-0.11, 0.02, 0.06], [0.02, -0.01, 0.01], [0.01, 0.01, -0.01], [-0.07, -0.02, -0.05], [0.15, -0.01, -0.04], [0.01, -0.02, 0.01], [-0.01, -0.01, -0.01], [0.00, 0.01, 0.00], [0.00, 0.01, 0.02], [-0.04, -0.06, -0.12], [-0.07, 0.10, 0.10], [0.07, -0.01, 0.01], [0.00, 0.04, 0.01], [-0.07, -0.12, -0.07], [0.01, 0.01, 0.00], [0.02, 0.00, 0.02], [0.04, 0.08, 0.00], [-0.06, -0.02, -0.06], [-0.03, 0.01, 0.01], [0.01, 0.01, 0.00], [0.00, 0.02, -0.02], [-0.01, -0.01, 0.01], [-0.03, 0.00, 0.00], [-0.01, -0.02, -0.01], [0.01, 0.00, 0.03], [0.00, 0.00, 0.00], [0.02, 0.02, -0.01], [0.00, -0.01, 0.00], [-0.01, 0.00, 0.01], [-0.01, 0.00, 0.00], [0.06, 0.04, 0.01], [0.00, -0.01, 0.00], [0.00, 0.00, -0.01], [0.00, -0.02, 0.00], [-0.03, -0.05, 0.01], [0.00, 0.00, -0.01], [0.00, 0.00, 0.01], [0.00, 0.00, 0.01], [0.02, 0.03, -0.03], [0.00, 0.00, 0.01], [0.00, 0.00, 0.01], [0.00, -0.03, 0.01], [0.17, -0.18, 0.63], [0.01, 0.02, -0.01], [0.00, 0.00, 0.00], [0.01, 0.00, 0.00], [-0.01, 0.00, 0.00], [-0.01, 0.00, -0.01], [0.00, 0.00, 0.01], [0.00, 0.00, 0.00], [0.00, 0.00, 0.00], [0.00, 0.00, 0.00], [0.01, 0.00, 0.00], [-0.01, -0.01, -0.01], [0.00, 0.00, 0.00], [0.00, 0.00, 0.01], [0.00, 0.00, -0.01], [0.01, 0.00, 0.00], [0.00, 0.00, 0.00], [0.00, 0.02, 0.00], [0.00, 0.01, -0.02], [0.00, -0.02, 0.00], [-0.04, 0.03, -0.02], [-0.06, 0.22, -0.62], [0.03, 0.00, 0.01], [-0.01, 0.00, 0.00], [0.00, 0.01, -0.01], [0.00, -0.01, 0.00], [-0.01, -0.01, 0.01], [0.00, 0.00, -0.01], [0.01, 0.00, 0.00], [0.00, 0.00, -0.01], [0.00, 0.00, 0.00], [0.01, 0.00, 0.00], [0.00, -0.01, 0.01], [0.00, 0.00, 0.00], [-0.05, -0.02, 0.03], [0.01, 0.00, 0.00], [-0.01, 0.00, -0.01], [0.01, 0.00, 0.00], [0.01, -0.02, -0.05], [0.05, 0.10, 0.03], [0.01, 0.01, -0.01], [-0.05, -0.12, 0.00], [0.00, -0.01, 0.03], [0.03, -0.03, 0.01], [-0.01, 0.01, -0.01], [0.00, 0.02, 0.01], [0.00, 0.00, -0.01], [-0.02, -0.04, -0.02], [0.05, 0.00, -0.02], [-0.04, -0.03, 0.01], [-0.06, 0.07, 0.03], [0.01, 0.01, 0.01], [0.02, -0.01, 0.01], [0.06, -0.03, -0.02], [-0.04, -0.02, -0.02], [-0.01, -0.04, -0.01], [0.03, -0.02, 0.00], [0.01, 0.00, -0.01], [0.00, 0.01, -0.01], [-0.04, 0.04, -0.05], [0.00, 0.00, 0.00], [-0.03, -0.01, 0.00], [0.01, 0.01, 0.00], [-0.02, -0.01, 0.02], [0.00, -0.01, -0.02], [0.00, -0.01, 0.00], [-0.01, 0.01, -0.01], [0.00, -0.02, 0.01], [0.05, 0.04, 0.00], [0.04, -0.01, 0.01], [0.01, 0.01, 0.05], [-0.02, 0.01, 0.01], [-0.02, 0.00, 0.01], [-0.03, 0.00, 0.04], [-0.01, 0.00, 0.00], [0.01, 0.00, 0.00], [0.00, -0.01, 0.00], [-0.01, 0.02, 0.00]],
  "homo_energy_ha": -0.1482,
  "charge": -1,
  "multiplicity": 1,
  "fmax_ev_per_a": 0.68
}